Entry 1:
Entry from the Open Molecules 2025 dataset: C41H102N6O14Zn as an isolated structure (ωB97M-V/def2-TZVPD).

multiplicity: 1
ΔE to the lowest compared entry with this formula, charge and spin: 9.585 eV
gap between HOMO and LUMO: 3.721 eV

Element x y z (Å)
H1 3.78 1.14 4.77
H2 1.96 3.25 -5.99
H3 -2.97 -0.35 -4.31
H4 -6.12 9.26 5.52
N1 5.29 0.64 6.15
O1 8.42 3.07 -0.12
C1 8.63 -1.55 4.53
C2 3.73 4.66 4.92
H5 -7.56 -3.34 1.14
H6 6.44 1.37 -0.67
H7 9.21 -0.84 3.94
H8 -3.55 5.53 4.32
H9 -4.28 -1.14 -5.12
N2 -8.20 -0.14 0.03
H10 11.16 -1.79 -4.95
H11 -1.73 -7.66 0.31
C3 3.99 1.19 5.84
O2 -2.52 4.08 6.35
C4 0.54 0.71 0.00
C5 8.28 1.68 0.22
H12 7.28 4.89 0.00
H13 -3.17 -7.94 1.15
H14 -7.85 2.11 -1.57
H15 -8.11 -4.73 -3.53
H16 -5.83 5.79 6.12
H17 -6.56 1.65 -2.46
H18 -6.84 0.14 2.18
C6 -5.99 -6.31 -3.02
H19 -1.64 -5.81 2.03
H20 4.65 -1.26 6.92
H21 2.90 4.27 4.33
C7 4.64 0.39 -5.77
H22 1.51 -3.39 -2.31
C8 -3.85 4.50 4.18
H23 -1.63 0.44 -0.29
H24 2.41 3.12 -4.17
N3 4.30 -0.56 -4.79
H25 -8.66 -6.49 -3.31
C9 -3.06 -2.09 -7.21
H26 -3.66 2.70 5.39
C10 -3.70 3.77 5.59
H27 -8.00 -0.47 -1.98
C11 -2.60 -0.87 -6.36
H28 4.02 -2.10 -6.24
C12 -7.39 0.01 -1.21
C13 4.46 -1.94 -5.26
C14 -5.97 6.43 5.25
C15 -0.79 0.22 0.38
H29 8.46 1.72 -2.21
H30 7.35 -0.86 6.53
O3 2.33 -2.63 -4.14
H31 -5.75 -5.43 -3.63
H32 -4.15 -2.22 -7.17
H33 -5.12 -7.15 -0.38
H34 4.15 0.08 -6.69
C16 4.09 1.78 -5.60
C17 -4.89 2.74 -1.16
C18 -2.64 -5.47 1.77
H35 -2.96 -1.80 -8.26
H36 -9.26 -1.42 1.41
C19 -3.19 -1.15 -5.01
C20 -2.79 -7.41 0.27
H37 4.36 2.53 -6.35
O4 -5.10 7.48 4.92
H38 -5.46 -0.72 1.42
H39 -4.12 3.22 -0.55
H40 -5.29 8.26 6.83
H41 -6.01 6.05 3.04
O5 -5.91 1.91 -0.52
H42 -4.75 -5.57 -1.58
H43 -2.51 -4.41 1.55
C21 3.96 2.65 6.20
H44 -9.10 -5.23 -2.23
C22 -6.17 -0.71 2.25
H45 -3.16 -0.06 -6.83
H46 -1.09 0.40 1.41
O6 -6.85 -1.93 2.28
H47 -6.02 -7.14 -3.72
C23 -5.31 8.57 5.78
C24 -7.29 -2.30 0.96
H48 1.41 -4.55 -3.75
H49 0.40 -3.24 -3.59
H50 -2.54 -3.00 -6.94
H51 3.51 5.27 5.79
H52 3.23 0.59 6.34
H53 -2.45 6.15 6.16
H54 8.57 -1.15 -2.24
C25 -2.69 5.42 6.93
O7 9.34 -0.78 -4.62
H55 4.70 -1.17 5.17
H56 -7.75 0.27 0.84
H57 -3.20 4.16 3.37
O8 -7.10 -5.98 -2.23
Zn1 1.92 -0.32 -4.59
N4 7.89 0.90 -2.08
H58 -4.42 9.18 5.66
H59 1.26 0.43 0.76
H60 7.74 1.68 1.17
O9 2.70 1.52 -5.42
H61 -2.90 -2.00 -4.41
H62 -6.47 -0.55 -1.05
C26 5.19 -0.83 6.08
H63 -6.91 6.96 5.37
H64 10.84 -0.34 -3.34
H65 -6.49 -2.41 0.23
H66 -4.56 3.89 6.25
O10 1.01 0.37 -1.27
H67 4.43 2.98 7.12
H68 9.89 -1.93 -6.23
C27 -8.65 -1.51 0.51
C28 10.35 -1.28 -5.47
H69 -5.25 3.95 2.78
H70 6.24 3.60 -0.14
O11 -2.94 -5.98 0.41
H71 -3.72 5.44 7.29
C29 -6.97 1.48 -1.46
H72 9.25 1.19 0.26
H73 -3.61 -9.16 -0.62
N5 -4.78 -7.61 -1.22
H74 -5.61 -0.69 3.19
H75 -1.99 5.44 7.76
H76 7.13 3.75 1.33
C30 6.61 -1.32 5.86
H77 2.95 2.96 6.48
H78 -7.16 5.17 3.86
C31 -6.13 5.52 3.99
H79 -0.78 -0.87 0.37
H80 -3.43 -5.53 2.53
H81 5.94 1.09 5.53
H82 -2.59 -8.23 -1.58
H83 3.93 -3.92 -4.32
N6 -5.31 4.29 3.73
C32 1.98 2.67 -5.07
C33 -3.42 -8.12 -0.88
C34 7.24 3.83 0.25
H84 9.13 -1.91 5.43
C35 3.74 -2.85 -4.18
H85 -5.42 3.60 -1.57
O12 7.27 -0.98 4.58
C36 9.83 0.04 -3.50
H86 7.22 -0.11 -0.40
O13 -1.21 -0.59 -6.25
H87 10.87 -0.48 -5.98
C37 -4.71 -6.50 -2.14
H88 8.62 -2.43 3.89
H89 0.58 1.80 0.01
H90 0.92 2.50 -4.85
C38 9.02 -0.16 -2.18
H91 9.84 1.06 -3.89
H92 6.80 -2.39 5.98
H93 -3.74 -6.58 -2.64
H94 4.21 -2.69 -3.20
H95 -4.48 2.29 -2.06
H96 4.37 2.18 -4.63
H97 4.17 5.38 4.23
C39 7.43 0.91 -0.75
C40 1.43 -3.53 -3.38
H98 5.51 -2.22 -5.40
H99 9.81 -0.13 -1.43
H100 5.69 0.49 -6.05
H101 5.03 -0.34 -4.12
O14 4.51 3.50 5.24
H102 -9.18 -2.01 -0.30
C41 -8.28 -5.57 -2.86

Here are the Löwdin charges for atoms 1 to 5, given in e:
1 H 0.126
2 H 0.107
3 H 0.061
4 H 0.091
5 N -0.060

***

Entry 2:
Entry from the Open Molecules 2025 dataset: an isolated molecule of C10H10BrClN2 (ωB97M-V/def2-TZVPD).

multiplicity: 1
SMILES: C=c1nc(N)c(Cl)c/c1=C/C=C(/C)Br
ΔE to the lowest compared entry with this formula, charge and spin: 0.062 eV
gap between HOMO and LUMO (alpha / beta): 7.060 / 7.062 eV

Element x y z (Å)
C1 -0.61 -1.65 -0.89
C2 -2.22 1.50 -1.34
N1 -1.68 0.32 -1.52
N2 -2.68 2.11 -2.45
H1 4.50 -1.64 1.25
C3 -0.52 0.36 0.61
H2 -2.51 1.67 -3.38
C4 3.51 -1.98 0.68
H3 0.08 -2.12 -0.25
Cl1 -3.33 3.39 0.36
C5 1.52 -0.83 1.54
C6 -0.90 -0.37 -0.64
H4 0.51 0.62 2.45
H5 -3.36 2.77 -2.35
H6 3.28 -2.78 1.29
C7 0.45 0.11 1.54
C8 2.45 -0.95 0.61
C9 -1.54 1.36 0.97
H7 -1.13 -1.92 -1.73
C10 -2.20 2.07 0.01
H8 3.93 -2.41 -0.28
H9 -1.71 1.73 1.98
H10 1.77 -1.50 2.48
Br1 2.37 0.14 -0.94

Here are the natural (NBO) charges for atoms 1 to 5, given in e:
1 C -0.392
2 C 0.393
3 N -0.524
4 N -0.772
5 H 0.222

***

Entry 3:
Entry from the Open Molecules 2025 dataset: a 2-piece molecular cluster, C5H10O2 overall (ωB97M-V/def2-TZVPD).

multiplicity: 1
SMILES: C=C(C)C.O=CO
ΔE to the lowest compared entry with this formula, charge and spin: 3.373 eV
gap between HOMO and LUMO: 8.866 eV

Element x y z (Å)
H1 0.72 -0.49 -2.02
H2 -0.95 2.37 0.02
O1 -0.12 -2.24 -0.45
H3 2.14 0.17 -0.13
O2 0.39 -1.51 1.72
C1 -0.13 -0.23 -1.41
H4 1.61 1.87 -0.08
H5 0.80 -2.55 -0.38
H6 -1.10 -0.33 -1.89
H7 1.44 0.83 1.33
C2 0.00 0.43 -0.20
H8 -1.16 1.28 1.38
H9 -2.09 1.02 -0.10
H10 -1.46 -1.37 0.88
C3 -1.12 1.33 0.29
C4 1.38 0.85 0.25
C5 -0.37 -1.42 0.79

Here are the natural (NBO) charges for atoms 1 to 5, given in e:
1 H 0.197
2 H 0.219
3 O -0.776
4 H 0.211
5 O -0.578

***

Entry 4:
Entry from the Open Molecules 2025 dataset: a 14-piece molecular cluster, C54H131N9O14 overall (ωB97M-V/def2-TZVPD).

multiplicity: 1
gap between HOMO and LUMO: 8.317 eV

Element x y z (Å)
H1 6.27 -0.30 -1.80
C1 7.40 0.54 0.77
C2 3.90 5.02 -3.81
H2 -5.34 2.60 -5.46
H3 4.14 -1.87 7.49
C3 1.80 1.22 2.64
C4 -6.78 2.56 -2.92
H4 6.77 2.34 -0.36
H5 -1.33 0.27 7.32
H6 -5.62 -5.08 -0.81
C5 5.48 -1.11 0.97
H7 -0.05 0.76 6.33
H8 2.37 -4.93 0.80
C6 6.68 -0.45 1.66
H9 2.39 2.63 -8.00
C7 -0.03 -1.36 6.98
C8 6.09 -2.11 -0.10
H10 -4.15 -1.36 -3.85
C9 4.10 2.04 -0.62
H11 3.99 2.06 -7.68
H12 0.47 4.15 -3.57
H13 5.47 -2.60 2.58
C10 -2.79 2.55 3.08
H14 -3.72 -0.18 -5.05
C11 4.66 3.73 -3.92
C12 5.56 0.55 -1.92
H15 7.26 -1.30 1.96
C13 3.62 -2.28 6.60
C14 -4.83 -5.51 3.86
H16 -2.46 -6.84 3.22
C15 0.48 -1.44 4.55
O1 -6.68 1.13 -2.84
H17 -3.66 2.34 1.22
H18 -6.37 -0.95 -4.37
H19 -0.42 -0.93 1.41
H20 -4.08 -2.63 0.57
C16 -1.21 1.16 -6.79
H21 -1.41 1.64 -3.73
H22 6.88 -1.69 -0.71
H23 3.53 2.24 0.34
N1 -1.79 1.71 2.73
H24 -1.63 1.52 -7.72
H25 0.78 1.14 -3.16
C17 2.51 1.80 -5.26
H26 -0.97 1.89 3.27
H27 -0.36 2.63 -5.58
H28 -5.69 -0.17 1.09
O2 -2.49 0.67 -0.11
H29 -2.40 -6.10 4.85
H30 -0.70 5.52 1.14
H31 3.86 5.32 -2.74
O3 2.84 -3.61 -0.61
H32 8.12 1.12 1.35
H33 -2.28 -3.21 3.52
C18 2.40 -1.47 6.22
H34 -4.33 -1.83 -5.55
O4 -2.42 -4.65 1.20
H35 1.98 -3.02 4.70
H36 5.05 2.21 -5.48
H37 1.83 -0.02 1.04
H38 -4.07 3.48 -6.40
H39 -1.86 0.39 -6.40
H40 -2.23 -3.74 1.49
C19 -6.09 -5.22 1.74
H41 1.83 3.09 -3.30
H42 -5.93 1.53 0.43
C20 -4.79 -4.66 1.04
H43 1.01 5.52 0.63
H44 4.27 -1.35 2.83
H45 1.55 6.78 -3.40
H46 2.71 7.04 -4.73
N2 -3.63 -5.08 1.82
H47 5.43 -2.55 -0.84
H48 3.73 0.14 5.78
H49 -5.44 0.33 -1.68
H50 2.01 -2.42 8.95
H51 -0.39 -3.07 5.65
H52 -1.90 -1.85 7.87
C21 -6.09 -4.93 3.19
C22 3.32 2.86 -7.40
O5 1.10 1.88 3.40
H53 -0.23 3.02 -1.97
C23 -3.53 -4.95 3.29
H54 6.01 1.37 -2.52
H55 1.42 1.95 -5.26
C24 1.84 -4.13 0.28
H56 2.80 -4.20 -1.39
H57 -6.19 -3.84 3.28
H58 -2.13 -1.58 1.39
H59 2.66 -1.46 4.12
H60 -6.41 0.83 -3.73
C25 4.78 -1.96 2.06
H61 -6.88 -4.72 1.21
O6 -5.07 0.04 -0.84
H62 -4.59 3.29 2.35
O7 -1.23 2.29 -5.85
H63 4.19 3.04 -3.20
H64 -6.97 -5.36 3.68
C26 -0.31 0.13 7.13
O8 -0.31 5.42 -0.95
H65 4.72 0.15 -2.47
N3 -3.73 2.82 2.11
C27 -2.35 -5.90 3.77
H66 -1.77 1.28 1.84
C28 5.15 0.98 -0.48
O9 -2.76 3.06 4.21
H67 -3.98 -2.82 3.34
C29 1.94 -1.92 4.82
C30 -0.78 2.40 -1.24
H68 3.39 -3.32 6.85
C31 3.13 3.03 -5.89
H69 2.63 0.96 -5.95
O10 -5.75 -0.41 -4.88
C32 2.80 0.01 6.31
H70 -7.34 2.82 -3.88
C33 -0.82 1.02 -1.76
H71 -0.13 -1.31 -3.38
H72 -2.80 1.50 -2.65
C34 -4.96 -3.12 0.89
H73 0.39 0.98 1.15
C35 -1.85 1.00 -2.93
C36 -0.41 -1.94 5.67
O11 1.84 -1.59 8.51
H74 1.31 0.67 -1.58
C37 -5.94 0.44 0.20
H75 -1.18 5.04 -0.78
H76 0.99 5.00 -6.65
H77 -0.55 -2.99 8.31
H78 -0.23 0.73 -7.03
O12 3.48 -0.74 -0.20
H79 -3.89 -4.85 -0.94
H80 5.69 3.71 -3.62
H81 -0.77 -1.35 9.03
H82 -2.38 -1.89 -2.45
H83 4.37 -2.18 5.80
H84 -5.02 4.40 -5.32
H85 -3.27 -3.57 4.86
N4 1.29 0.66 1.55
H86 -1.42 -1.64 5.47
H87 4.62 2.97 -0.88
H88 -5.75 -2.83 0.17
H89 -3.15 0.23 -0.66
H90 0.96 6.49 -4.91
C38 -4.59 3.41 -5.44
C39 0.53 -1.04 -2.55
C40 -1.20 -1.27 -0.59
H91 2.95 0.30 7.34
H92 -4.74 -5.45 4.95
H93 -0.72 -2.60 1.02
H94 0.97 -1.40 -0.60
H95 2.01 0.66 5.88
O13 1.16 4.26 -6.05
H96 5.12 3.96 -5.97
H97 0.06 -2.80 -1.28
C41 -4.65 -5.32 -0.35
C42 -4.43 -1.01 -4.85
H98 4.03 -2.63 1.68
H99 3.32 1.96 -1.39
C43 -0.02 5.92 0.38
H100 -4.86 -6.57 3.52
H101 -6.99 0.19 -0.11
N5 3.06 0.94 2.89
C44 -2.30 -2.13 -1.42
H102 3.72 3.81 -7.81
C45 1.90 6.39 -4.35
H103 1.42 -3.32 0.84
H104 7.95 0.06 -0.05
H105 0.96 -4.47 -0.28
H106 -7.32 2.88 -1.99
C46 -1.14 -1.59 0.90
H107 0.15 -1.76 3.54
H108 -3.28 -2.14 -0.98
C47 0.54 0.46 -2.33
H109 0.22 0.56 7.99
H110 -5.86 3.10 -2.91
C48 1.56 4.14 -3.35
H111 -5.21 -2.53 1.76
H112 6.43 0.11 2.55
H113 -0.01 7.01 0.44
N6 2.49 4.34 -5.62
C49 4.60 3.22 -5.39
O14 -3.71 3.07 -4.32
H114 -2.03 -3.17 -1.21
C50 6.36 1.57 0.30
H115 -0.26 2.56 -0.30
H116 -6.05 -6.31 1.56
N7 -1.23 0.19 -0.60
C51 -3.27 -3.54 3.74
H117 4.42 5.79 -4.40
H118 6.53 -2.97 0.42
H119 1.57 4.48 -2.32
H120 1.48 -1.31 -2.90
H121 -2.01 0.00 -3.37
H122 0.52 -0.34 4.61
C52 0.16 -1.71 -1.25
H123 -1.81 2.71 -1.15
N8 1.37 -1.87 7.17
H124 3.61 0.69 2.12
H125 6.00 2.09 1.20
H126 2.99 1.58 -4.33
H127 -2.88 2.71 -4.73
C53 -0.84 -1.96 8.12
H128 3.53 1.45 3.62
H129 -4.54 -6.40 -0.13
H130 3.76 -1.61 -0.51
C54 2.46 4.93 -4.29
N9 4.63 -0.11 0.38
H131 -1.36 -5.59 3.52

Here are the Löwdin charges for atoms 1 to 5, given in e:
1 H 0.065
2 C -0.169
3 C -0.143
4 H 0.067
5 H 0.090

***

Q: Look up the multiplicity of the first one.
A: 1

***

Q: Look up the multiplicity of the second one.
A: 1